Record 1
The following is a quantum chemistry calculation of a cluster of 2 separate species, C3H10N2O3 in total, from the OMol25 dataset.

The value obtained for the orbital gap is 0.363 Eh. For the HOMO energy, the calculation gives -9.2 eV. As for the structure (SMILES): NC(=O)CNCO.O. The value obtained for the LUMO energy is 0.654 eV. As for the spin multiplicity: 1. For the strongest force on any atom, the calculation gives 0.0127 Eh/bohr.

Structure (XYZ):
```
18
C3H10N2O3 ωB97M-V/def2-TZVPD
O -0.2438 -1.8578 0.5869
C -1.1078 -0.9830 0.5927
N -2.3935 -1.2840 0.9176
C -0.8495 0.4509 0.1980
N -0.2960 0.5284 -1.1469
C 0.6430 1.5948 -1.3809
O 1.7079 1.6953 -0.4628
H -2.5055 -2.1808 1.3672
H -3.0157 -0.5568 1.2276
H -0.2054 0.8779 0.9665
H -1.8138 0.9744 0.2316
H -0.0258 -0.3851 -1.4809
H 0.0889 2.5380 -1.3441
H 1.0421 1.4711 -2.3947
H 1.9853 0.7916 -0.2228
H 2.9229 -1.0688 1.2942
H 1.6190 -1.5504 0.6007
O 2.4477 -1.0558 0.4501
```

Record 2
The following is a quantum chemistry calculation of a cluster of 4 separate species, C3H10N2O3 in total in a non-equilibrium geometry, from the OMol25 dataset.

The value obtained for the orbital gap is 0.298 Eh. For the HOMO energy, the calculation gives -8.1 eV. As for the structure (SMILES): c1c[nH]cn1.O.O.O. The value obtained for the LUMO energy is -0.028 eV. As for the spin multiplicity: 1. For the strongest force on any atom, the calculation gives 0.0446 Eh/bohr.

Structure (XYZ):
```
18
C3H10N2O3 ωB97M-V/def2-TZVPD
C -2.4873 1.9878 -0.1090
C -1.9084 0.7952 0.2891
N -0.9117 0.5057 -0.5832
C -1.0244 1.4622 -1.5643
N -1.9350 2.3731 -1.3119
H -3.5113 2.1773 0.2036
H -2.1184 0.3026 1.2188
H -0.2561 -0.2623 -0.4909
H -0.3695 1.4793 -2.4207
H 0.2442 -1.9675 1.2893
H -1.2264 -2.3414 0.5543
O -0.5223 -1.7327 0.7146
H 1.4735 -3.6661 0.8432
H 2.6110 -2.7676 1.1696
O 1.8114 -3.1231 1.5698
H 5.0950 0.4969 -0.3570
H 4.6107 -0.8317 0.2447
O 4.3361 0.0924 0.0936
```

Record 3
The following is a quantum chemistry calculation of a cluster of 4 separate species, C3H10N2O3 in total in a non-equilibrium geometry, from the OMol25 dataset.

The value obtained for the orbital gap is 0.380 Eh. For the HOMO energy, the calculation gives -9.8 eV. As for the structure (SMILES): c1c[nH]cn1.O.O.O. The value obtained for the LUMO energy is 0.518 eV. As for the spin multiplicity: 1. For the strongest force on any atom, the calculation gives 0.0281 Eh/bohr.

Structure (XYZ):
```
18
C3H10N2O3 ωB97M-V/def2-TZVPD
H 0.3541 -0.6377 0.5387
O 0.8316 -1.2610 1.3049
N -0.3248 0.1934 -0.3288
H 0.1745 -1.8189 1.7305
C -0.4518 -0.0372 -1.6616
C -1.0803 1.2086 -0.0121
C -1.3489 0.8467 -2.1747
N -1.7320 1.6240 -1.1068
H -2.4077 2.3730 -1.1267
H -1.2845 1.5255 0.9972
H -1.8300 1.0660 -3.1146
H 0.1421 -0.7307 -2.2329
O 0.4693 0.6513 3.1508
H 0.6848 0.0263 2.4193
H 0.9167 0.2906 3.9190
O 2.4498 -2.2660 -0.7538
H 1.6903 -2.2014 -0.1322
H 3.1916 -2.3412 -0.1346
```

Record 4
The following is a quantum chemistry calculation of the molecule C3H10N2OS in a non-equilibrium geometry, from the OMol25 dataset.

The value obtained for the orbital gap is 0.385 Eh. For the HOMO energy, the calculation gives -9.7 eV. As for the structure (SMILES): CC(C)[S@](=N)(N)=O. The value obtained for the LUMO energy is 0.785 eV. As for the spin multiplicity: 1. For the strongest force on any atom, the calculation gives 0.0931 Eh/bohr.

Structure (XYZ):
```
17
C3H10N2OS ωB97M-V/def2-TZVPD
C -0.7531 -1.3696 -0.7005
C -1.1691 0.9516 -0.0125
C -0.3705 -0.3104 0.2850
N 2.2728 -1.0501 0.8396
N 1.9704 1.3949 0.2038
O 1.6096 -0.1720 -1.5333
S 1.4246 -0.1839 -0.0692
H -0.4882 -0.8976 -1.6666
H -0.0390 -2.2516 -0.6602
H -1.7573 -1.5525 -0.7011
H -0.9850 1.3021 -1.0540
H -0.9783 1.8606 0.7415
H -2.1012 0.5827 -0.1177
H -0.5028 -0.5006 1.3615
H 1.8471 -1.9692 0.9801
H 2.4262 1.4585 1.1196
H 2.7415 1.6638 -0.4518
```

Record 5
The following is a quantum chemistry calculation of the molecule C3H10N2S, from the OMol25 dataset.

The value obtained for the orbital gap is 0.370 Eh. For the HOMO energy, the calculation gives -9.1 eV. As for the structure (SMILES): NCNCCS. The value obtained for the LUMO energy is 0.980 eV. As for the spin multiplicity: 1. For the strongest force on any atom, the calculation gives 0.0162 Eh/bohr.

Structure (XYZ):
```
16
C3H10N2S ωB97M-V/def2-TZVPD
C 0.5886 0.3348 -0.5295
C 1.7389 1.1082 0.0882
S 3.2666 0.9561 -0.9076
N -0.6194 0.3301 0.2845
C -1.4245 -0.8513 0.0268
N -2.6405 -0.7256 0.8270
H 0.4166 0.7298 -1.5412
H 0.9188 -0.6878 -0.6863
H 1.9816 0.7231 1.0794
H 1.6001 2.1861 0.1798
H 3.4176 -0.3664 -0.7545
H -1.2141 1.1266 0.0883
H -1.6895 -0.9345 -1.0350
H -0.8149 -1.7017 0.3190
H -3.1827 -1.5831 0.7657
H -2.3431 -0.6445 1.7953
```

Record 6
The following is a quantum chemistry calculation of the molecule C3H10N2S in a non-equilibrium geometry, from the OMol25 dataset.

The value obtained for the orbital gap is 0.363 Eh. For the HOMO energy, the calculation gives -9.0 eV. As for the structure (SMILES): NC[C@H](N)CS. The value obtained for the LUMO energy is 0.892 eV. As for the spin multiplicity: 1. For the strongest force on any atom, the calculation gives 0.0452 Eh/bohr.

Structure (XYZ):
```
16
C3H10N2S ωB97M-V/def2-TZVPD
N 0.1565 0.4058 1.3858
C 0.3142 0.3932 -0.0837
C -0.4641 -0.8152 -0.6582
S -2.2831 -0.5689 -0.4433
C 1.7847 0.1375 -0.3739
N 2.7352 0.9588 0.3219
H -0.7922 0.2300 1.6696
H -2.2788 -0.8399 0.9285
H 0.5064 1.2663 1.7766
H -0.0199 1.3391 -0.5135
H -0.3989 -0.9859 -1.7346
H -0.3467 -1.7712 -0.1570
H 1.9925 -0.0949 -1.4476
H 2.0951 -0.9213 -0.2069
H 2.4743 1.9236 0.4593
H 2.9646 0.5472 1.2131
```

Record 7
The following is a quantum chemistry calculation of a cluster of 2 separate species, C3H10N2S in total in a non-equilibrium geometry, from the OMol25 dataset.

The value obtained for the orbital gap is 0.306 Eh. For the HOMO energy, the calculation gives -7.5 eV. As for the structure (SMILES): N/C=C/N.CS. The value obtained for the LUMO energy is 0.790 eV. As for the spin multiplicity: 1. For the strongest force on any atom, the calculation gives 0.0364 Eh/bohr.

Structure (XYZ):
```
16
C3H10N2S ωB97M-V/def2-TZVPD
C -3.1067 0.7611 -0.5832
S -1.6248 1.3550 -1.5318
H -3.9513 0.9794 -1.2291
H -3.0306 -0.3116 -0.4365
H -3.1842 1.3224 0.3380
C 1.7638 -0.3891 1.0358
C 1.4190 -0.5316 -0.2392
N 0.0647 -0.8861 -0.6105
N 3.0423 0.0113 1.4623
H 1.0590 -0.6675 1.8105
H 2.0336 -0.2348 -1.0766
H 0.0618 -1.5598 -1.3605
H -0.4299 -1.2718 0.1828
H -0.6039 0.3040 -0.9789
H 3.4475 0.6841 0.8344
H 3.0396 0.4351 2.3822
```

Record 8
The following is a quantum chemistry calculation of the ion C3H10N2S with charge +1 in a non-equilibrium geometry, from the OMol25 dataset.

The value obtained for the orbital gap (alpha / beta) is 0.404 / 0.188 Eh. The net charge is +1. For the HOMO energy (alpha / beta), the calculation gives -14.0 / -13.4 eV. The value obtained for the LUMO energy (alpha / beta) is -3.048 / -8.282 eV. As for the spin multiplicity: 2. For the strongest force on any atom, the calculation gives 0.0360 Eh/bohr.

Structure (XYZ):
```
16
C3H10N2S ωB97M-V/def2-TZVPD
N -0.2349 0.9824 -1.1573
C 0.3910 0.1676 -0.2197
C -0.5548 -0.7357 0.6278
S -1.6868 0.1960 1.6109
C 1.4820 -0.8201 -0.8691
N 2.5441 -0.1480 -1.5032
H -0.0888 1.9751 -1.1186
H -0.6674 0.5903 -1.9805
H 0.9165 0.8547 0.4403
H -1.0965 -1.4044 -0.0527
H 0.0594 -1.3619 1.2547
H -2.0568 0.9924 0.5913
H 0.9097 -1.4528 -1.5576
H 1.8858 -1.4299 -0.0692
H 2.2424 0.7265 -1.9403
H 3.2243 0.1676 -0.8096
```

Record 9
The following is a quantum chemistry calculation of a cluster of 2 separate species, C3H10N3 in total in a non-equilibrium geometry, from the OMol25 dataset.

The value obtained for the orbital gap (alpha / beta) is 0.162 / 0.305 Eh. For the HOMO energy (alpha / beta), the calculation gives -3.8 / -7.7 eV. The value obtained for the LUMO energy (alpha / beta) is 0.596 / 0.563 eV. As for the spin multiplicity: 2. For the strongest force on any atom, the calculation gives 0.0476 Eh/bohr.

Structure (XYZ):
```
16
C3H10N3 ωB97M-V/def2-TZVPD
C -0.8272 1.3260 0.2774
C -0.7955 0.9259 -0.9922
N 0.3532 0.1489 -1.4572
N -1.8181 2.1244 0.8148
H 0.0202 1.0760 0.9156
H -1.6121 0.9666 -1.7039
H 1.2195 0.6819 -1.4404
H 0.5396 -0.7148 -0.7661
H 0.2147 -0.2374 -2.3842
H -2.7338 2.0088 0.4136
H -1.8144 2.1696 1.8200
C 1.8466 -2.0501 1.0216
N 0.7065 -1.6753 0.4004
H 2.5472 -1.2577 1.3284
H 2.1297 -3.0693 1.2418
H 0.0241 -2.4235 0.5105
```

Record 10
The following is a quantum chemistry calculation of a cluster of 2 separate species, C3H10N3 in total in a non-equilibrium geometry, from the OMol25 dataset.

The value obtained for the orbital gap is 0.414 Eh. The net charge is +1. For the HOMO energy, the calculation gives -14.5 eV. The value obtained for the LUMO energy is -3.218 eV. As for the spin multiplicity: 1. For the strongest force on any atom, the calculation gives 0.0263 Eh/bohr.

Structure (XYZ):
```
16
C3H10N3 ωB97M-V/def2-TZVPD
C -1.1312 1.6211 -1.1077
C 0.0980 2.1275 -1.1609
H -1.7420 1.7122 -0.2175
H -1.6253 1.2230 -1.9852
H 0.5869 2.6119 -0.3244
H 0.6368 2.1441 -2.1011
N 0.7291 -2.2741 1.3328
C 0.1921 -1.2196 0.6738
N 0.2621 -1.1862 -0.6395
N -0.3425 -0.1968 1.3566
H 1.5497 -2.6806 0.9249
H 0.8145 -2.1508 2.3297
H 0.0581 -0.3168 -1.1338
H 0.7706 -1.8314 -1.2239
H -0.3267 0.7240 0.9357
H -0.5302 -0.3076 2.3404
```